1.
41
Properties=species:S:1:pos:R:3:nbo_charge:R:1 method="wB97M-V/def2-TZVPD" multiplicity=2 gap_ev="6.55 / 5.42" total_energy_ev=-33376.676 e_lumo_ev="-8.52 / -9.66" charge=+2 fmax_ev_per_a=1.18 s2=0.79
Ir -1.20 0.17 -0.98 1.123
O -2.55 1.36 -0.08 -0.437
N -2.72 1.17 1.21 0.221
N -1.93 0.36 1.72 0.209
O -1.03 -0.29 0.96 -0.503
C -1.95 0.04 3.13 0.120
C -0.87 -0.64 3.67 -0.226
C -0.90 -0.93 5.02 -0.184
C -1.98 -0.56 5.80 -0.145
C -3.06 0.11 5.23 -0.176
C -3.06 0.42 3.88 -0.212
H -0.03 -0.93 3.05 0.236
H -0.06 -1.45 5.47 0.243
H -2.00 -0.80 6.85 0.246
H -3.91 0.39 5.83 0.249
H -3.90 0.93 3.42 0.253
O -2.83 -2.19 -1.70 -0.330
C -2.21 -1.30 -1.40 0.648
C 4.41 1.43 0.04 -0.032
C 3.33 1.18 0.91 -0.188
C 2.12 0.82 0.40 -0.190
C 1.96 0.69 -1.01 0.302
C 3.06 0.95 -1.88 -0.203
C 4.26 1.33 -1.35 -0.185
N 0.76 0.37 -1.51 -0.587
C 0.47 -0.10 -2.81 0.266
C -0.78 0.37 -3.31 -0.435
C -1.34 -0.29 -4.42 -0.107
C -0.65 -1.31 -5.02 -0.200
C 0.60 -1.73 -4.52 -0.072
C 1.16 -1.16 -3.40 -0.287
H 5.37 1.73 0.46 0.252
H 3.47 1.27 1.98 0.256
H 1.28 0.62 1.05 0.237
H 2.93 0.90 -2.95 0.244
H 5.10 1.55 -2.00 0.261
H -1.18 1.35 -3.01 0.296
H -2.27 0.07 -4.83 0.260
H -1.05 -1.80 -5.90 0.263
H 1.11 -2.54 -5.02 0.258
H 2.07 -1.54 -2.96 0.257

***

2.
51
Properties=species:S:1:pos:R:3:nbo_charge:R:1 method="wB97M-V/def2-TZVPD" gap_ev=7.25 total_energy_ev=-122834.367 e_lumo_ev=-0.22 fmax_ev_per_a=0.47
Sn 0.71 1.24 -0.26 1.030
C -2.19 -1.51 4.34 -0.403
N -0.98 -0.95 3.76 -0.335
C 0.04 -0.34 4.44 -0.073
C 0.97 0.00 3.50 -0.082
N 0.55 -0.38 2.26 -0.447
C -0.63 -0.95 2.44 0.048
P -1.64 -1.76 1.16 0.728
C -2.53 -0.41 0.33 0.052
N -2.02 0.57 -0.40 -0.463
C -3.07 1.28 -0.89 -0.073
C -4.24 0.72 -0.45 -0.073
N -3.89 -0.35 0.31 -0.329
C -4.82 -1.24 0.99 -0.402
C -0.36 -2.05 -0.09 0.094
N 0.36 -1.15 -0.74 -0.516
C 1.08 -1.82 -1.69 -0.061
C 0.83 -3.15 -1.58 -0.069
N -0.08 -3.29 -0.57 -0.316
C -0.64 -4.55 -0.11 -0.404
H -2.18 -1.29 5.41 0.225
H -2.22 -2.59 4.20 0.217
H -3.07 -1.05 3.90 0.205
H 0.00 -0.21 5.50 0.222
H 1.91 0.50 3.65 0.224
H -2.93 2.14 -1.53 0.231
H -5.27 0.99 -0.62 0.224
H -5.83 -0.95 0.71 0.224
H -4.73 -1.16 2.07 0.206
H -4.66 -2.27 0.69 0.220
H 1.73 -1.31 -2.38 0.251
H 1.20 -4.00 -2.13 0.228
H -0.22 -5.35 -0.72 0.225
H -1.72 -4.55 -0.21 0.218
H -0.38 -4.73 0.93 0.218
S 8.07 2.91 0.85 -0.044
C 6.51 2.67 0.42 -0.578
S 5.34 3.93 0.23 0.480
C 3.98 2.91 -0.19 -0.526
C 4.20 1.57 -0.24 -0.318
S 3.13 0.27 -0.63 -0.284
S 5.83 1.10 0.14 0.487
S 2.45 3.70 -0.48 0.209
S 2.50 4.21 -2.48 0.224
C 1.46 3.10 -3.37 -0.210
S 0.47 1.81 -2.79 -0.228
C 1.42 3.38 -4.72 -0.404
C 2.18 4.45 -5.28 0.271
N 2.79 5.32 -5.73 -0.301
C 0.62 2.62 -5.62 0.293
N -0.02 2.01 -6.35 -0.315

***

3.
43
Properties=species:S:1:pos:R:3:nbo_charge:R:1 method="wB97M-V/def2-TZVPD" gap_ev=8.82 total_energy_ev=-37812.294 e_lumo_ev=-0.90 smiles="COC(=O)C(=O)CC(=O)c1ccc(-c2ccccc2C(=O)OC)c([N+](=O)[O-])c1" fmax_ev_per_a=5.08
O 0.21 3.59 -2.58 -0.558
O 0.39 0.33 1.61 -0.602
O 3.12 1.78 -2.26 -0.473
O -0.56 1.03 -4.63 -0.507
O -3.33 0.32 -0.35 -0.369
O -3.15 -1.81 0.18 -0.361
O 1.55 3.50 -0.72 -0.472
O -0.36 0.00 3.77 -0.513
C 1.23 3.18 -1.99 0.676
C -0.11 -0.41 2.48 0.784
C 2.10 2.27 -2.77 0.477
C 0.34 0.88 -3.81 0.574
C -0.74 -4.09 3.08 -0.231
C -0.82 -4.66 1.82 -0.174
C 1.18 -0.68 -2.02 -0.069
C -0.58 -2.74 3.28 -0.100
C -0.70 -3.81 0.72 -0.180
C 0.94 -1.55 -0.95 -0.217
C -1.16 -0.04 -2.03 -0.088
C 0.13 0.07 -2.60 -0.208
C -0.33 -1.87 2.19 -0.177
C -0.42 -2.43 0.87 0.001
C -0.35 -1.62 -0.36 0.041
C -1.41 -0.86 -0.89 0.021
N -2.69 -0.77 -0.32 0.495
C 0.63 4.34 0.05 -0.259
C -0.23 1.40 4.08 -0.255
C 1.64 1.64 -4.08 -0.576
H -0.80 -4.72 3.94 0.212
H -0.91 -5.72 1.71 0.221
H 2.21 -0.64 -2.38 0.224
H -0.57 -2.46 4.32 0.224
H -0.78 -4.22 -0.27 0.220
H 1.82 -2.07 -0.58 0.234
H -1.98 0.49 -2.52 0.262
H 1.10 4.59 1.02 0.206
H 0.44 5.26 -0.53 0.202
H -0.32 3.82 0.25 0.206
H -0.33 1.58 5.16 0.201
H -1.00 1.99 3.54 0.192
H 0.73 1.74 3.79 0.196
H 2.44 0.98 -4.45 0.257
H 1.43 2.41 -4.80 0.266